--- w ---
Here is an isolated molecule of C4H12O2Si from OMol25. Energies are from ωB97M-V/def2-TZVPD.

* molar mass: 120.224 g mol⁻¹
* Kohn-Sham gap: 10.216 eV
* HOMO level: -0.349 hartree

```
! wB97M-V def2-TZVPD RIJCOSX def2/J DEFGRID3
* xyz 0 1
C 0.6681 1.4585 2.0919
C 0.1190 -0.5251 -2.4142
C -1.9184 -0.3348 -0.1078
C 1.3664 0.8942 0.8074
O -0.2426 -2.6948 -0.3790
O 1.1966 -0.4379 0.5500
Si -0.2583 -1.0484 -0.5899
H -0.4907 1.5196 1.7664
H 0.8475 0.7311 2.8854
H 1.2100 2.4716 2.2647
H -0.6622 -0.0401 -2.9107
H 0.9965 0.2452 -2.5074
H 0.5036 -1.3544 -2.9687
H -2.5821 -0.0914 -0.9173
H -2.3349 -1.1010 0.5317
H -1.8663 0.6855 0.4641
H 2.4518 1.0722 0.9666
H 1.0134 1.4506 -0.0586
H -0.0173 -2.9005 0.5253
*
```



--- x ---
Here is a structure of composition C4H12O2Si from OMol25. Energies are from ωB97M-V/def2-TZVPD.

* molar mass: 120.224 g mol⁻¹
* Kohn-Sham gap: 9.659 eV
* HOMO level: -0.369 hartree

```
! wB97M-V def2-TZVPD RIJCOSX def2/J DEFGRID3
* xyz 0 1
C -3.1558 0.2509 -0.2218
C 1.7425 1.4909 0.5661
C 1.4926 -0.5604 -1.6288
C 0.4206 -1.2772 1.3491
O -1.9353 -0.2625 -0.0286
O -0.7191 0.8717 -0.3547
Si 0.6592 0.1191 -0.1172
H -3.6987 -0.6211 0.0791
H -3.3905 0.5437 -1.1717
H -3.4556 1.0579 0.3982
H 2.2644 2.0042 -0.2096
H 1.1217 2.2581 1.0477
H 2.4656 1.0423 1.2167
H 1.3549 0.1320 -2.4349
H 2.5176 -0.7750 -1.4402
H 1.0041 -1.5723 -2.0099
H 0.3389 -0.8964 2.3783
H -0.3708 -1.9264 1.2057
H 1.3440 -1.8795 1.3765
*
```



It is w that is the most stable of them.